[1]
62
Properties=species:S:1:pos:R:3:forces:R:3 method="wB97M-V/def2-TZVPD" e_homo_ev="-13.21 / -13.16" spin_multiplicity=8 e_above_lowest_kj_mol=36.4 charge=+2
Gd -0.667 0.333 0.924 1.45 0.20 1.68
Br -0.385 2.877 2.447 0.36 0.05 -0.02
C 1.488 2.624 2.868 0.38 0.10 0.60
C 2.109 3.661 3.494 1.19 0.52 0.58
C 3.471 3.511 3.977 0.08 0.41 0.02
C 4.144 2.336 3.769 0.34 0.45 0.57
C 3.516 1.293 3.039 -0.07 -0.18 -0.29
C 4.262 0.159 2.639 0.30 -0.05 0.64
C 3.707 -0.879 1.949 0.86 -0.82 -0.31
C 2.380 -0.785 1.523 -0.26 -0.73 -0.20
C 1.655 0.309 1.853 -1.98 0.89 -0.32
C 2.147 1.383 2.628 0.66 -0.07 -0.65
H 1.648 4.635 3.667 -0.16 -0.45 -0.12
H 4.013 4.352 4.498 -1.03 -0.95 -0.63
H 5.171 2.193 4.193 -1.04 0.13 -0.66
H 5.302 0.131 2.954 -0.12 -0.14 -0.08
H 4.285 -1.790 1.713 -0.23 0.71 0.13
H 1.921 -1.635 0.969 0.43 0.64 0.25
O 1.533 1.913 -5.853 0.74 0.93 0.02
C 2.135 2.635 -4.762 -0.36 -0.71 0.48
C 1.644 2.032 -3.419 -0.23 0.86 -1.02
C 2.134 2.484 -2.179 1.51 0.18 -0.40
C 1.589 2.048 -1.000 -1.53 -0.55 -0.34
N 0.514 1.198 -1.007 -0.05 -0.49 -0.58
C 0.063 0.660 -2.168 2.89 2.98 -1.18
C 0.624 1.116 -3.426 -1.18 -1.36 2.12
C -0.991 -0.305 -2.190 -1.83 -2.39 0.52
C -1.500 -0.755 -3.430 0.30 0.63 1.94
C -2.520 -1.662 -3.419 0.05 -0.83 -1.30
C -3.062 -2.099 -4.789 -1.12 0.68 0.82
O -2.705 -1.124 -5.755 -0.13 -0.55 -0.08
C -2.944 -2.221 -2.220 -0.21 0.83 0.39
C -2.471 -1.751 -1.011 1.82 0.98 -1.28
N -1.450 -0.828 -0.981 -0.60 -0.05 -2.20
H 1.911 2.239 -6.707 -0.42 -0.33 1.11
H 1.895 3.720 -4.772 0.01 -0.57 -0.04
H 3.217 2.518 -4.756 0.23 0.11 -0.21
H 3.067 3.088 -2.166 -0.98 -0.17 0.08
H 1.885 2.395 -0.013 0.20 -0.08 -0.29
H 0.197 0.649 -4.299 0.62 0.66 -0.32
H -1.142 -0.398 -4.367 -0.05 0.18 -0.31
H -4.171 -2.173 -4.705 0.57 -0.03 -0.02
H -2.688 -3.090 -5.016 0.26 -0.32 -0.15
H -3.107 -1.369 -6.608 0.25 0.14 0.44
H -3.729 -2.921 -2.256 -0.81 -0.88 0.18
H -2.809 -2.097 -0.053 -0.20 -0.24 0.23
C -4.628 -0.416 2.145 1.19 -0.05 -0.23
Se -3.028 0.499 2.897 -0.63 -1.97 0.47
C -2.620 -1.132 4.080 -0.24 1.12 0.97
C -1.985 -2.338 3.403 -1.25 -0.36 0.15
Se -0.132 -2.086 2.892 -0.61 0.63 -0.06
C -0.040 -3.661 1.810 0.06 -1.39 -0.20
H -5.009 0.270 1.422 -0.51 0.25 -0.51
H -5.306 -0.549 2.961 -0.45 -0.05 0.40
H -4.375 -1.383 1.681 -0.05 0.51 0.23
H -3.599 -1.338 4.631 1.32 0.12 -0.97
H -1.941 -0.674 4.806 -0.13 -0.27 0.10
H -2.624 -2.561 2.527 0.59 -0.34 0.25
H -1.964 -3.220 4.081 -0.38 0.61 -0.36
H -0.518 -3.565 0.829 0.29 0.16 0.20
H -0.535 -4.502 2.328 0.17 0.49 -0.05
H 1.016 -3.953 1.729 -0.31 0.23 -0.21

---

[2]
70
Properties=species:S:1:pos:R:3:forces:R:3 method="wB97M-V/def2-TZVPD" e_homo_ev="-15.97 / -15.91" spin_multiplicity=5 e_above_lowest_kj_mol=0.0 charge=+3
Ru -0.653 0.616 -0.043 -0.25 0.39 1.23
N 0.479 -2.060 -3.039 0.06 -0.19 -0.14
C 0.529 -3.387 -2.602 0.05 -0.13 0.12
C 1.194 -4.340 -3.351 0.01 0.01 -0.11
C 1.228 -5.648 -2.897 -0.02 -0.10 0.11
C 0.593 -6.024 -1.697 0.07 -0.09 -0.16
C -0.067 -5.091 -0.940 -0.05 -0.01 0.02
C -0.095 -3.759 -1.384 0.06 0.10 -0.22
S -0.925 -2.613 -0.449 -0.11 0.10 0.20
N -0.508 -1.157 -1.133 -0.06 -0.27 -0.17
C 0.035 -1.029 -2.333 -0.15 0.21 0.17
C 0.056 0.346 -2.881 -0.10 -0.04 0.28
C 0.333 0.653 -4.185 0.10 -0.02 -0.28
C 0.129 1.965 -4.622 0.02 0.03 -0.09
C -0.388 2.891 -3.746 0.00 0.06 -0.06
C -0.638 2.512 -2.430 0.01 -0.13 0.01
N -0.374 1.283 -1.995 0.02 -0.04 -0.26
H 0.869 -1.878 -3.955 0.03 0.00 0.00
H 1.677 -4.067 -4.283 0.00 -0.03 0.06
H 1.760 -6.392 -3.477 -0.05 0.01 0.01
H 0.619 -7.056 -1.371 0.05 0.03 -0.03
H -0.555 -5.372 -0.013 0.02 0.05 -0.05
H 0.681 -0.092 -4.890 -0.02 0.06 -0.01
H 0.345 2.234 -5.649 0.00 -0.02 0.04
H -0.601 3.904 -4.061 -0.02 -0.04 0.02
H -1.053 3.203 -1.711 -0.04 -0.06 -0.08
Br 1.320 3.627 -0.286 0.16 0.02 0.30
C -0.038 3.496 1.016 -0.18 -0.38 -0.19
C -0.302 4.575 1.829 -0.13 0.14 0.21
C -1.282 4.442 2.806 0.09 0.19 -0.03
C -1.950 3.235 2.957 -0.13 0.10 0.17
C -1.637 2.210 2.105 0.37 -0.07 -0.32
N -0.706 2.335 1.126 0.07 0.34 0.02
C -2.291 0.857 2.189 0.39 0.10 -0.26
O -3.334 0.714 2.753 -0.13 -0.34 0.17
O -1.601 -0.097 1.559 -0.40 0.06 -0.25
H 0.243 5.499 1.700 0.02 -0.02 0.02
H -1.517 5.283 3.447 0.04 -0.03 0.01
H -2.702 3.078 3.718 -0.01 0.01 -0.04
C 1.747 0.962 2.407 0.00 -0.22 0.05
N 1.230 -0.078 1.441 0.05 0.02 -0.40
C 2.369 -0.444 0.537 -0.01 0.01 0.07
N 3.518 -0.919 1.259 0.02 -0.01 0.21
C 3.959 0.136 2.194 -0.10 -0.04 -0.03
N 2.891 0.483 3.139 0.05 -0.14 -0.01
C 2.519 -0.717 3.898 -0.02 0.00 -0.11
N 2.047 -1.775 2.990 0.20 0.07 0.06
C 0.902 -1.292 2.271 0.06 0.06 0.00
C 3.124 -2.096 2.049 -0.05 0.11 -0.02
H 0.941 1.209 3.101 -0.04 -0.01 -0.01
H 2.035 1.844 1.846 0.01 0.16 -0.17
H 2.643 0.438 -0.048 -0.03 0.05 -0.02
H 2.028 -1.237 -0.141 -0.01 0.02 0.02
H 4.249 1.023 1.628 -0.01 -0.01 -0.01
H 4.825 -0.221 2.746 0.02 -0.01 0.02
H 1.730 -0.472 4.609 -0.01 0.01 0.00
H 3.385 -1.076 4.450 0.03 -0.01 0.02
H 0.106 -1.031 2.962 -0.04 0.04 0.01
H 0.539 -2.078 1.608 0.01 -0.01 -0.05
H 2.790 -2.889 1.373 0.01 0.01 0.00
H 3.989 -2.454 2.603 0.04 -0.04 0.02
N -4.836 0.520 0.253 0.05 0.02 0.02
C -4.163 1.339 -0.544 0.03 -0.07 -0.17
O -2.914 1.363 -0.603 -0.13 0.04 0.03
C -5.016 2.265 -1.381 0.19 -0.02 -0.10
I -4.218 2.634 -3.314 0.01 -0.05 0.05
H -4.354 -0.014 0.964 0.00 0.01 0.03
H -5.838 0.584 0.337 -0.01 -0.02 -0.07
H -5.089 3.233 -0.891 0.01 0.03 0.07
H -6.012 1.865 -1.528 -0.07 0.00 0.03

---

[3]
63
Properties=species:S:1:pos:R:3:forces:R:3 method="wB97M-V/def2-TZVPD" e_homo_ev="-15.52 / -15.50" spin_multiplicity=5 charge=+3
Ru -0.300 0.686 0.190 -0.66 -2.46 1.99
O -5.688 -0.210 -0.003 -0.02 0.30 0.25
C -4.813 -0.736 -0.875 0.35 -0.25 -0.42
C -5.184 -1.566 -1.934 -0.09 0.04 0.17
C -4.226 -2.068 -2.792 0.06 0.08 0.02
C -2.875 -1.759 -2.619 0.18 0.04 -0.08
C -2.507 -0.939 -1.575 -0.10 0.04 -0.07
C -3.459 -0.413 -0.709 -0.19 0.18 0.43
C -3.060 0.529 0.419 -1.29 -0.51 -0.80
O -1.923 0.093 1.067 1.99 0.80 -0.93
N -2.796 1.859 -0.173 0.33 0.20 0.42
N -1.537 2.161 -0.383 -0.88 0.64 -0.27
C -1.154 3.361 -0.800 0.26 0.38 -0.37
C 0.190 3.662 -1.031 -0.40 -0.64 0.35
Br 1.400 2.117 -0.910 0.22 0.67 -0.32
C 0.786 4.863 -1.371 0.24 0.44 -0.20
C 0.257 6.168 -1.310 0.09 -0.20 0.08
C -0.847 6.556 -0.497 -0.17 0.05 0.04
C -1.282 7.851 -0.501 -0.10 -0.11 0.08
C -0.657 8.804 -1.327 0.10 -0.12 -0.06
C 0.452 8.456 -2.106 0.06 0.06 -0.08
C 0.927 7.172 -2.076 0.05 0.04 -0.07
H -6.590 -0.518 -0.151 -0.05 -0.07 -0.05
H -6.230 -1.814 -2.071 0.01 -0.02 -0.03
H -4.526 -2.703 -3.614 -0.02 -0.02 0.02
H -2.137 -2.152 -3.304 0.00 -0.04 0.04
H -1.444 -0.712 -1.420 0.00 -0.09 -0.10
H -3.907 0.631 1.105 0.20 0.10 0.09
H -3.536 2.543 -0.315 0.01 0.00 -0.08
H -1.899 4.120 -1.018 -0.03 -0.05 0.04
H 1.806 4.798 -1.741 -0.05 -0.02 -0.10
H -1.297 5.846 0.184 0.02 0.03 0.03
H -2.093 8.158 0.145 -0.01 0.00 -0.02
H -1.025 9.822 -1.342 0.01 0.01 0.02
H 0.939 9.200 -2.721 -0.01 0.01 0.01
H 1.788 6.894 -2.671 0.01 0.01 0.01
C 1.081 -5.070 -0.195 -0.08 -0.03 0.24
C 1.516 -4.862 1.257 -0.11 -0.02 -0.36
N 2.960 -4.671 1.362 0.43 0.47 0.24
C 3.699 -5.945 1.608 -0.05 -0.47 0.10
C 5.144 -6.138 1.181 -0.01 0.57 -0.31
C 3.494 -3.425 1.473 -0.19 -0.87 -0.16
O 4.660 -3.099 1.441 0.18 -0.08 0.13
C 2.532 -2.285 1.771 -0.10 0.05 -0.04
C 2.622 -1.719 3.045 -0.21 0.15 -0.07
C 1.793 -0.655 3.384 0.06 0.01 -0.04
C 0.927 -0.175 2.429 0.22 -0.09 0.37
N 0.902 -0.666 1.170 -0.34 0.79 -0.15
C 1.687 -1.705 0.843 0.26 -0.14 -0.21
H -0.007 -5.053 -0.266 0.00 -0.05 -0.03
H 1.424 -6.033 -0.570 0.05 0.03 -0.06
H 1.493 -4.292 -0.840 0.00 -0.01 -0.04
H 1.241 -5.732 1.853 -0.03 0.08 0.09
H 0.995 -4.001 1.678 -0.03 -0.15 0.10
H 3.110 -6.713 1.100 -0.04 0.10 0.00
H 3.599 -6.167 2.677 0.02 0.18 -0.05
H 5.255 -6.113 0.097 -0.07 -0.16 0.00
H 5.497 -7.093 1.567 -0.17 -0.09 -0.12
H 5.807 -5.380 1.566 0.12 0.29 0.26
H 3.329 -2.113 3.764 0.02 -0.04 -0.04
H 1.830 -0.204 4.366 -0.08 -0.04 0.02
H 0.208 0.609 2.666 0.09 0.01 0.05
H 1.647 -2.060 -0.179 -0.09 0.00 0.02

---

[4]
58
Properties=species:S:1:pos:R:3:forces:R:3 method="wB97M-V/def2-TZVPD" e_homo_ev=-14.80 spin_multiplicity=1 charge=+2
Ga -0.466 0.375 0.957 0.71 -1.29 -2.20
Cl 0.242 -1.408 -0.103 -0.33 0.32 0.66
P -1.796 1.386 -0.668 -1.97 1.75 -1.35
C -2.332 2.875 0.256 -0.08 -0.13 0.40
C -3.674 3.073 0.631 0.52 0.14 -0.12
C -4.001 4.194 1.401 0.14 -0.14 0.04
C -2.995 5.031 1.894 -0.14 -0.19 0.09
C -1.652 4.781 1.596 0.12 -0.07 -0.14
C -1.320 3.738 0.732 -0.45 -0.20 0.19
C -1.055 2.046 -2.231 0.72 -0.29 0.11
C -0.495 1.131 -3.151 -0.01 0.19 0.16
C 0.090 1.606 -4.327 -0.09 -0.05 0.22
C 0.121 2.977 -4.593 0.17 0.03 0.12
C -0.437 3.881 -3.693 -0.07 -0.10 0.20
C -1.031 3.425 -2.517 0.05 -0.11 0.38
C -3.259 0.464 -1.253 0.11 -0.73 0.41
C -3.383 -0.911 -0.975 -0.08 0.28 0.01
C -4.490 -1.622 -1.449 0.03 0.05 -0.04
C -5.465 -0.967 -2.205 0.11 0.25 0.05
C -5.344 0.402 -2.489 0.46 -0.09 0.27
C -4.236 1.117 -2.026 0.02 0.04 -0.06
H -0.517 0.059 -2.936 0.05 0.33 -0.12
H 0.562 0.915 -5.024 -0.23 0.10 0.18
H 0.630 3.354 -5.482 -0.22 -0.18 0.20
H -0.374 4.954 -3.868 -0.13 -0.29 -0.07
H -1.451 4.153 -1.818 0.14 -0.29 -0.25
H -4.443 2.357 0.332 0.22 0.34 0.04
H -5.047 4.379 1.646 0.33 -0.01 0.00
H -3.261 5.857 2.555 0.09 -0.20 -0.24
H -0.858 5.386 2.048 -0.40 -0.08 -0.32
H -0.275 3.586 0.435 -0.33 0.06 0.06
H -2.601 -1.419 -0.406 -0.31 0.04 -0.17
H -4.592 -2.690 -1.234 0.09 0.45 -0.09
H -6.328 -1.515 -2.586 0.28 0.13 0.15
H -6.104 0.917 -3.073 0.16 -0.14 0.10
H -4.127 2.178 -2.272 -0.07 -0.36 0.08
H -6.941 2.115 3.509 -0.06 -0.15 -0.08
H -7.217 1.503 3.181 0.07 0.15 0.07
C 1.159 2.501 3.008 -0.34 0.31 -0.15
P 1.497 1.196 1.798 1.95 0.25 2.10
C 2.650 1.819 0.549 -0.46 0.04 -0.78
C 2.408 -0.080 2.727 -0.55 -0.65 -0.12
C 1.630 -1.025 3.431 0.58 0.13 -0.09
C 2.261 -2.034 4.157 0.03 0.22 0.01
C 3.660 -2.113 4.183 -0.48 0.29 -0.30
C 4.426 -1.200 3.457 0.05 0.05 0.06
C 3.815 -0.179 2.728 -0.37 0.18 -0.15
H 0.604 3.339 2.575 0.21 -0.13 0.00
H 2.099 2.850 3.427 0.11 0.03 0.01
H 0.546 2.102 3.818 0.10 -0.13 -0.03
H 3.565 2.227 1.011 -0.53 -0.14 0.02
H 2.921 1.006 -0.147 -0.13 0.31 0.32
H 2.132 2.607 -0.017 0.34 -0.09 0.04
H 0.534 -0.975 3.409 0.33 -0.07 0.06
H 1.661 -2.754 4.708 0.15 0.12 -0.11
H 4.140 -2.897 4.758 0.00 0.07 -0.08
H 5.515 -1.289 3.461 -0.39 0.11 -0.01
H 4.431 0.535 2.167 -0.26 -0.40 0.28

---

Record-wise DFT total energy values, in eV: -256047.0393, -138504.9411, -112112.4951, -110878.1254
Record-wise molar mass values, in g/mol: 795.596, 854.515, 625.509, 507.634